Record 1
DFT (ωB97M-V/def2-TZVPD) results for a molecular structure, C29H24Cl44N at a distorted geometry.

Atoms and positions in Å:
C (-4.43497, -0.59873, 8.98526)
C (-3.67352, -1.87185, 9.72243)
C (-2.34712, -2.41367, 8.92141)
C (-1.80742, -3.74301, 9.78092)
C (-2.71210, -3.00360, 7.41304)
C (-3.96262, -4.11214, 7.38159)
C (-4.34971, -4.73119, 5.91350)
C (-3.48139, -4.24473, 4.61074)
N (-2.32898, -3.23083, 4.70427)
C (-1.90708, -2.56224, 6.02708)
C (-0.68591, -1.42760, 6.10680)
C (-0.34666, -0.72740, 4.66378)
C (-0.25094, 0.94039, 4.74184)
C (-0.79766, 1.45514, 3.24735)
C (-2.45272, 1.66735, 3.15363)
C (-3.11767, 2.12406, 1.72220)
C (-2.10185, 2.34676, 0.42542)
C (-0.44455, 2.15581, 0.51997)
C (0.23137, 1.68917, 1.97578)
H (-4.67324, 0.20343, 9.82349)
H (-3.78095, -0.12812, 8.12506)
H (-5.43086, -1.00417, 8.51591)
H (-4.49106, -2.71737, 9.90931)
H (-3.33499, -1.48136, 10.77950)
H (-1.48736, -1.62943, 8.79590)
H (-1.27240, -3.44077, 10.78036)
H (-2.76399, -4.41130, 10.03097)
H (-1.12955, -4.41480, 9.09214)
H (-4.52971, -4.39673, 8.38034)
H (-5.21777, -5.52817, 5.75625)
H (-3.75724, -4.70372, 3.55469)
H (-1.84661, -3.02914, 3.78033)
H (-0.89731, -0.61788, 6.93818)
H (0.28084, -2.05396, 6.41856)
H (0.66727, -1.07170, 4.17415)
H (-1.26815, -0.93286, 3.93344)
H (-1.05714, 1.34851, 5.52177)
H (0.83019, 1.32374, 4.98604)
H (-3.11415, 1.47619, 4.12891)
H (-4.28534, 2.23027, 1.68191)
H (-2.64379, 2.64278, -0.59091)
H (0.19596, 2.33366, -0.46260)
H (1.40203, 1.51638, 2.04920)
C (-3.09363, 1.98434, -3.64603)
Cl (-3.26409, 3.49976, -2.72459)
Cl (-3.35301, 2.31024, -5.37837)
Cl (-1.45673, 1.32333, -3.40465)
Cl (-4.30075, 0.80396, -3.07650)
C (2.71529, 1.82527, -3.99189)
Cl (4.25619, 2.71668, -3.91693)
Cl (1.95679, 1.81378, -2.37974)
Cl (1.62513, 2.62036, -5.15552)
Cl (3.02307, 0.15015, -4.51542)
C (3.94023, -3.11990, -2.05100)
Cl (5.12443, -1.79328, -1.93987)
Cl (2.29301, -2.46089, -1.88713)
Cl (4.10166, -3.92947, -3.62998)
Cl (4.24184, -4.29604, -0.74695)
C (5.95045, 6.66251, -5.10759)
Cl (5.04201, 5.16366, -4.78699)
Cl (7.69596, 6.34603, -4.94173)
Cl (5.60343, 7.22498, -6.76224)
Cl (5.46036, 7.91545, -3.93935)
C (2.89923, 6.70659, -9.85296)
Cl (3.56529, 5.69177, -11.15723)
Cl (1.25963, 7.24407, -10.29716)
Cl (2.82616, 5.76205, -8.34394)
Cl (3.94590, 8.12854, -9.61350)
C (-6.28622, -0.41784, 5.53068)
Cl (-5.81871, 1.11799, 6.30350)
Cl (-6.96760, -0.08782, 3.91783)
Cl (-4.85132, -1.46136, 5.36704)
Cl (-7.50730, -1.24022, 6.53439)
C (-0.14075, 8.77065, -6.37543)
Cl (-1.72225, 8.75682, -7.19595)
Cl (0.66278, 10.33503, -6.66094)
Cl (-0.37756, 8.53528, -4.62524)
Cl (0.87409, 7.45538, -7.01962)
C (5.88333, -5.84093, -6.85736)
Cl (4.15602, -6.21515, -7.08314)
Cl (6.44977, -6.55227, -5.32517)
Cl (6.82056, -6.52235, -8.21084)
Cl (6.10697, -4.07385, -6.81030)
C (4.21847, 0.35294, 4.61524)
Cl (3.69459, -0.95582, 5.70488)
Cl (5.05875, 1.60989, 5.55784)
Cl (5.32561, -0.30620, 3.38462)
Cl (2.79487, 1.06391, 3.81357)
C (3.02792, -2.16052, -8.62895)
Cl (1.88347, -3.29925, -9.38270)
Cl (3.07005, -2.43822, -6.86953)
Cl (4.65468, -2.41554, -9.30959)
Cl (2.50345, -0.48897, -8.95402)
C (-0.19895, -5.00814, -12.85870)
Cl (0.95417, -5.81398, -13.95212)
Cl (-1.20740, -3.87308, -13.79099)
Cl (-1.23970, -6.23123, -12.08700)
Cl (0.69719, -4.11423, -11.60464)

Values from the calculation:
- E_HOMO: -10.3 eV
- Orbital gap: 0.2076 Ha
- Electronic energy: -582910.3934 eV
- Total charge: +1



Record 2
DFT (ωB97M-V/def2-TZVPD) results for a gas-phase ion, C4H10NO (charge +1) at a distorted geometry.

Atoms and positions in Å:
C (0.42251, -1.84545, 1.59833)
C (0.82406, -0.87518, 0.43454)
N (0.16969, -0.00173, -0.34426)
C (-1.27796, -0.11326, -0.31511)
O (0.97091, 0.81323, -1.08272)
C (0.41551, 2.22074, -1.46559)
H (-0.64145, -1.65927, 1.82369)
H (0.94384, -1.68436, 2.48189)
H (0.53941, -2.90609, 1.26057)
H (1.86114, -0.64495, 0.49389)
H (-1.55262, -0.99674, 0.25886)
H (-1.60941, 0.10197, -1.38134)
H (-1.70630, 0.70467, 0.25642)
H (0.11545, 2.77293, -0.47923)
H (-0.31076, 2.09560, -2.27918)
H (1.36720, 2.64477, -1.88471)

Values from the calculation:
- SMILES string: C/C=[N+](\C)OC
- E_HOMO: -15.1 eV
- Relative energy (zero: lowest compared OMol25 entry of this formula, charge and spin): 3.849 eV
- Orbital gap: 0.3859 Ha
- Electronic energy: -7837.4683 eV
- Total charge: +1



Record 3
DFT (ωB97M-V/def2-TZVPD) results for C7H6N4 in the gas phase at a distorted geometry.

Atoms and positions in Å:
C (-1.33927, 0.20211, -2.44246)
C (-1.58868, 0.84628, -1.25556)
N (-0.78596, 0.75482, -0.12352)
C (-0.68897, 1.72745, 0.85665)
N (0.19289, 1.45321, 1.78215)
C (0.71918, 0.23902, 1.38777)
C (1.77926, -0.53953, 1.89654)
N (2.05307, -1.73431, 1.33858)
C (1.40729, -2.06808, 0.20497)
N (0.43194, -1.35527, -0.37468)
C (0.11589, -0.20687, 0.22748)
H (-0.47941, -0.44051, -2.58099)
H (-2.04805, 0.31385, -3.25020)
H (-2.45837, 1.49514, -1.14283)
H (-1.28666, 2.61953, 0.89552)
H (2.29854, -0.26599, 2.79124)
H (1.67729, -3.04084, -0.21067)

Values from the calculation:
- SMILES string: C=Cn1cnc2cncnc21
- E_HOMO: -9.3 eV
- Relative energy (zero: lowest compared OMol25 entry of this formula, charge and spin): 0.000 eV
- Orbital gap: 0.3557 Ha
- Electronic energy: -13316.0936 eV
- Total charge: 0



Record 4
DFT (ωB97M-V/def2-TZVPD) results for 3 unconnected molecules or ions with the total composition C3H10NO3S at a distorted geometry.

Atoms and positions in Å:
C (-0.32798, -1.55007, -0.36773)
C (-0.37262, -1.39280, 1.15385)
S (-2.03746, -0.98735, 1.78660)
C (0.80612, -0.84771, -1.07863)
N (0.64701, -0.48956, -2.38250)
O (1.84521, -0.53460, -0.50731)
H (-1.16334, -0.91406, -0.68540)
H (-0.54905, -2.54022, -0.74989)
H (0.33748, -0.63491, 1.47512)
H (0.01406, -2.32416, 1.59197)
H (1.49014, -0.15815, -2.81999)
H (-0.18324, -0.63490, -2.91565)
H (1.14523, 2.51707, -0.31102)
H (-0.05021, 2.82600, 0.59244)
O (0.33308, 3.03635, -0.29450)
H (-0.01430, 1.09223, 1.90890)
H (-1.38926, 1.63279, 1.62008)
O (-0.53085, 1.90404, 1.98365)

Values from the calculation:
- E_HOMO: -3.0 eV
- Relative energy (zero: lowest compared OMol25 entry of this formula, charge and spin): 0.674 eV
- Orbital gap: 0.2369 Ha
- Electronic energy: -21742.8583 eV
- Total charge: -1



Record 5
DFT (ωB97M-V/def2-TZVPD) results for a gas-phase ion, C12H19O2 (charge -1) at a distorted geometry.

Atoms and positions in Å:
C (-0.62544, -1.24477, 1.99354)
C (-1.04289, -0.09991, 1.11861)
C (-2.40474, -0.48869, 0.71125)
C (-0.84710, 1.23357, 1.98673)
C (-0.25193, 0.15827, -0.24598)
C (-0.87621, 1.21169, -0.92862)
O (-1.85588, 1.88999, -0.57857)
C (-0.60958, 1.11009, -2.47704)
C (-1.03376, -0.09204, -2.68165)
O (-1.21568, -1.22586, -2.90973)
C (1.30446, -0.09024, -0.48279)
C (1.94066, 1.31216, -0.88168)
C (1.52803, -1.06976, -1.58995)
C (2.06199, -0.73273, 0.59004)
H (-0.46258, -2.21098, 1.62915)
H (-1.50237, -1.46069, 2.74721)
H (0.23574, -1.04273, 2.63724)
H (-2.92123, 0.22335, 0.02022)
H (-2.57603, -1.45979, 0.20780)
H (-3.09087, -0.49881, 1.56235)
H (-1.55597, 1.87332, 1.56520)
H (0.11069, 1.60139, 1.62609)
H (-1.02209, 1.09767, 3.00111)
H (-0.80195, 1.99585, -3.06448)
H (2.80339, 1.14290, -1.54651)
H (2.28796, 1.70972, 0.02656)
H (1.01688, 1.85656, -1.16159)
H (2.52172, -1.50792, -1.63150)
H (1.00571, -2.07959, -1.35322)
H (1.22116, -0.71881, -2.62379)
H (3.10395, -0.55910, 0.43415)
H (1.69860, -1.67110, 0.81681)
H (1.85534, -0.16299, 1.48303)

Values from the calculation:
- SMILES string: CC(C)(C)C(=C([O-])C=C=O)C(C)(C)C
- E_HOMO: -2.8 eV
- Orbital gap: 0.2279 Ha
- Electronic energy: -16843.8545 eV
- Total charge: -1



Record 6
DFT (ωB97M-V/def2-TZVPD) results for a molecular structure, C29H47Br16IO4SSi at a distorted geometry.

Atoms and positions in Å:
C (4.44394, -0.97430, 4.23229)
C (4.06706, -0.46499, 2.95373)
Si (3.72072, 0.17756, 1.13593)
O (2.43028, 1.36499, 1.24947)
C (1.61138, 1.41231, 0.01443)
O (2.15111, 1.72079, -1.18099)
C (-0.01649, 1.09889, 0.23571)
C (-0.66393, 1.76682, 1.62534)
C (-2.24481, 1.49001, 1.98497)
C (-3.10089, 0.55796, 0.92867)
C (-2.49317, -0.07295, -0.47442)
C (-0.90204, 0.20681, -0.82695)
C (5.29430, 1.14807, 0.50103)
I (5.36810, 3.03297, 1.67724)
C (6.69717, 0.29161, 0.70778)
C (7.92004, 1.30159, 0.21863)
S (3.25881, -1.57352, -0.03950)
C (1.46135, -2.09934, -0.01406)
O (3.76255, -1.50347, -1.52159)
O (4.06900, -2.76247, 0.61040)
H (4.86514, -1.47443, 5.22306)
H (0.03200, 2.43132, 2.32984)
H (-2.66076, 1.94640, 2.98773)
H (-4.22149, 0.33699, 1.20820)
H (-3.14325, -0.73319, -1.21102)
H (-0.35650, -0.19723, -1.80748)
H (5.10746, 1.41379, -0.62900)
H (6.78643, 0.01621, 1.84602)
H (6.62856, -0.67736, 0.05248)
H (8.27436, 1.91617, 1.17870)
H (7.47332, 2.05247, -0.57081)
H (8.77816, 0.63101, -0.21472)
H (0.98641, -1.86756, -1.08421)
H (1.31574, -3.27602, 0.12462)
H (0.84957, -1.49565, 0.78357)
Br (4.76665, -2.29502, 9.52000)
C (3.15287, -3.17375, 8.86592)
C (3.41376, -3.90056, 7.56721)
Br (3.51028, -2.65628, 6.06849)
H (2.38059, -2.40348, 8.78466)
H (2.87448, -3.87952, 9.65379)
H (2.58324, -4.57053, 7.32706)
H (4.34620, -4.47162, 7.56906)
Br (3.59766, 1.14134, 7.93560)
C (2.91446, 2.04007, 9.52614)
C (2.74431, 1.07007, 10.67205)
Br (1.14901, -0.02713, 10.43774)
H (1.98434, 2.53762, 9.23692)
H (3.66573, 2.79682, 9.76962)
H (2.58400, 1.60740, 11.61113)
H (3.58858, 0.38539, 10.79025)
Br (-6.19787, -2.07128, -3.01975)
C (-5.12303, -1.99244, -4.64541)
C (-3.71960, -2.49471, -4.39826)
Br (-2.64779, -1.16282, -3.45963)
H (-5.15769, -0.95874, -5.00118)
H (-5.64266, -2.63604, -5.36104)
H (-3.19827, -2.66292, -5.34494)
H (-3.68501, -3.41066, -3.80212)
Br (-4.23450, 1.66557, -2.17371)
C (-4.91118, 3.27388, -1.30210)
C (-3.92477, 4.41295, -1.41383)
Br (-2.44469, 4.19081, -0.16332)
H (-5.14548, 3.00242, -0.26879)
H (-5.83892, 3.51386, -1.82943)
H (-4.39529, 5.35917, -1.13175)
H (-3.48816, 4.51286, -2.41130)
Br (-8.52825, 5.49737, -0.66469)
C (-9.38433, 5.41937, -2.41550)
C (-9.68641, 3.99350, -2.81376)
Br (-8.07472, 3.06930, -3.40708)
H (-8.72295, 5.93524, -3.11748)
H (-10.30892, 5.99330, -2.30546)
H (-10.36116, 3.96850, -3.67421)
H (-10.11624, 3.39824, -2.00353)
Br (1.95933, -6.09156, 0.73041)
C (3.85826, -6.28430, 0.32893)
C (4.07302, -6.73307, -1.09777)
Br (3.69468, -8.63513, -1.30447)
H (4.27229, -6.97575, 1.06839)
H (4.28481, -5.28991, 0.48890)
H (5.12267, -6.61961, -1.38349)
H (3.44563, -6.20219, -1.81895)
Br (-8.43755, -0.07140, -6.76361)
C (-7.36270, 0.00744, -8.38927)
C (-5.95927, -0.49483, -8.14212)
Br (-4.88746, 0.83706, -7.20349)
H (-7.39737, 1.04115, -8.74504)
H (-7.88233, -0.63615, -9.10490)
H (-5.43795, -0.66303, -9.08881)
H (-5.92469, -1.41078, -7.54598)
Br (2.18536, 1.44993, -5.93265)
C (3.58034, 2.24561, -4.82576)
C (4.36477, 1.18554, -4.08828)
Br (3.35967, 0.49341, -2.56695)
H (3.09033, 2.96353, -4.16183)
H (4.22475, 2.78556, -5.52544)
H (5.27577, 1.61041, -3.65718)
H (4.62969, 0.32819, -4.71304)

Values from the calculation:
- E_HOMO: -7.5 eV
- Orbital gap: 0.2514 Ha
- Electronic energy: -1186501.4276 eV
- Total charge: 0